w:
11
Properties=species:S:1:pos:R:3:lowdin_charge:R:1 method="wB97M-V/def2-TZVPD" lumo_energy_ev=0.25 smiles="CS/C(C#N)=N/O" charge=0 e_homo_ev=-9.139
S -1.279 -0.853 0.011 0.927
O 1.633 1.642 0.013 -0.035
N 2.333 -1.516 0.019 0.195
N 0.318 1.228 0.004 -0.020
C -2.400 0.545 0.003 -0.396
C 1.373 -0.901 -0.007 -0.240
C 0.226 -0.052 -0.082 -0.673
H -2.193 1.172 -0.883 0.048
H -2.206 1.135 0.905 0.039
H -3.406 0.066 0.013 0.048
H 1.450 2.594 0.037 0.108

x:
11
Properties=species:S:1:pos:R:3:lowdin_charge:R:1 method="wB97M-V/def2-TZVPD" lumo_energy_ev=0.65 charge=0 e_homo_ev=-8.492
S 2.402 0.435 -0.391 1.016
O 1.334 -1.988 -0.632 0.034
N -0.351 0.033 -0.227 -0.146
N -0.077 1.208 0.162 -0.076
C 1.345 -0.802 -0.503 -0.672
C -1.545 -0.607 0.082 -0.089
C 1.067 1.634 0.292 -0.338
H -1.784 -1.372 -0.643 0.086
H -2.374 0.001 0.218 0.064
H 1.340 2.554 0.596 0.026
H -1.358 -1.097 1.047 0.094

y:
11
Properties=species:S:1:pos:R:3:lowdin_charge:R:1 method="wB97M-V/def2-TZVPD" lumo_energy_ev=-0.60 smiles="O=CN/C=N/C=S" charge=0 e_homo_ev=-8.997
S -1.663 -0.077 -2.273 0.646
O 1.825 0.835 3.038 0.066
N 0.450 -0.262 -0.621 -0.007
N 0.227 -0.045 1.679 0.087
C -0.251 -0.390 0.446 -0.206
C -0.160 -0.500 -1.833 -0.737
C 1.461 0.549 1.930 -0.300
H 2.038 0.718 1.018 0.132
H 0.509 -0.951 -2.559 0.046
H -0.319 -0.228 2.506 0.150
H -1.269 -0.792 0.440 0.121

z:
11
Properties=species:S:1:pos:R:3:lowdin_charge:R:1 method="wB97M-V/def2-TZVPD" lumo_energy_ev=0.66 smiles="O=C1CSN=CN1" charge=0 e_homo_ev=-8.734
S -1.685 -0.986 -0.405 0.875
O 2.170 -0.582 -0.284 0.105
N 0.498 0.972 -0.390 0.096
N -1.803 0.646 0.003 -0.318
C 1.008 -0.337 -0.174 -0.506
C -0.029 -1.375 0.216 -0.383
C -0.761 1.355 -0.013 -0.335
H -0.881 2.437 0.202 0.132
H 1.242 1.684 -0.325 0.159
H 0.287 -2.338 -0.144 0.079
H -0.046 -1.476 1.315 0.096

Least stable: x